[1]
Here is a molecular structure, C44H53GaO9PS from the OMol25 dataset. Energies are from ωB97M-V/def2-TZVPD.

```
109
Properties=species:S:1:pos:R:3:lowdin_charge:R:1
C 8.50961 -0.72206 0.08756 -0.13
O 7.44039 -1.16436 -0.71155 -0.20
C 6.14909 -0.86272 -0.19665 -0.23
C 5.39377 0.09860 -1.11234 -0.17
C 3.90000 -0.20703 -1.16859 -0.22
C 3.06662 0.85606 -1.88383 -0.20
C 3.01047 2.17878 -1.09523 -0.20
C 1.59342 2.76206 -0.96561 -0.21
C 1.20891 3.13098 0.46638 -0.22
C -0.22337 3.65666 0.59111 -0.21
C -0.95457 3.15831 1.83704 -0.21
C -2.46523 3.37361 1.78197 -0.25
C -3.14635 3.48657 3.14074 -0.32
C -4.66776 3.62390 3.00762 -0.29
Ga -5.48996 1.98267 2.19461 0.36
C -6.22805 2.22094 0.31248 -0.30
C -6.47973 0.90512 -0.43914 -0.31
C -5.15512 0.20259 -0.79682 -0.25
S -5.07082 -1.55405 -0.47975 0.57
O -6.38510 -2.11043 -0.32709 -0.29
O -4.17458 -2.14560 -1.43563 -0.31
O -4.32138 -1.60399 0.91134 -0.21
P -7.28129 1.14939 3.53255 0.49
O -7.21995 1.37728 5.02093 -0.61
H 8.37224 0.31979 0.40769 0.09
H 8.63160 -1.34729 0.98406 0.08
H 9.41910 -0.78492 -0.51163 0.08
H 5.59138 -1.80113 -0.09247 0.12
H 6.24944 -0.43963 0.81058 0.10
H 5.83332 0.02161 -2.11215 0.12
H 5.53335 1.13137 -0.77482 0.11
H 3.50566 -0.27808 -0.14605 0.10
H 3.75564 -1.18566 -1.64052 0.12
H 3.44057 1.00020 -2.90421 0.11
H 2.04694 0.47226 -1.98448 0.10
H 3.69097 2.91838 -1.52732 0.11
H 3.38610 1.97686 -0.08319 0.10
H 0.86943 2.01219 -1.30601 0.10
H 1.45726 3.63150 -1.61907 0.11
H 1.31170 2.22630 1.08095 0.09
H 1.93343 3.84819 0.87175 0.12
H -0.22749 4.75304 0.60142 0.11
H -0.79135 3.35644 -0.29930 0.11
H -0.75353 2.08564 1.95322 0.07
H -0.53389 3.64269 2.72884 0.12
H -2.69759 4.26590 1.18406 0.12
H -2.91968 2.52450 1.25488 0.08
H -2.91322 2.58545 3.72410 0.09
H -2.69683 4.32938 3.68789 0.10
H -5.12714 3.80038 3.98464 0.04
H -4.90044 4.49026 2.37491 0.05
H -4.36280 0.78193 2.18821 -0.01
H -5.56275 2.85958 -0.28350 0.05
H -7.17506 2.76441 0.41276 0.04
H -7.08607 0.22522 0.16694 0.09
H -7.03566 1.04573 -1.37329 0.10
H -4.88472 0.27284 -1.85210 0.10
H -4.34081 0.64315 -0.21822 0.07
H -4.47031 -0.75891 1.44229 0.02
H -7.49566 -0.21871 3.19333 -0.07
H -8.51385 1.60216 2.97170 -0.07
C -0.47882 -0.02336 3.27233 -0.05
C -0.90166 -0.26478 4.57489 -0.03
C 0.02580 -0.48754 5.57799 0.00
C 1.38415 -0.46451 5.28613 -0.09
C 1.81057 -0.22910 3.97632 -0.08
C 0.87348 -0.00933 2.97238 0.00
C 3.25877 -0.16792 3.63534 -0.27
O 3.64112 0.06582 2.50803 0.09
C 4.23846 -0.37291 4.74390 -0.08
C 5.59754 -0.33255 4.45379 0.00
C 6.52590 -0.52255 5.46260 -0.06
C 6.10106 -0.75224 6.76697 -0.06
C 4.74893 -0.79430 7.06044 0.00
C 3.81279 -0.60738 6.04999 -0.08
C 2.35900 -0.66229 6.39446 -0.28
O 1.99926 -0.85238 7.53608 0.10
H -1.20855 0.16637 2.49580 0.11
H -1.95721 -0.26576 4.80735 0.11
H -0.28212 -0.66199 6.59982 0.12
H 1.22472 0.18668 1.96789 0.11
H 5.90200 -0.14948 3.43202 0.11
H 7.58379 -0.49171 5.23522 0.10
H 6.82853 -0.89726 7.55529 0.10
H 4.39332 -0.96939 8.06676 0.12
C -0.05229 -1.21272 -9.30251 -0.06
C -0.51822 -2.39396 -9.87056 -0.07
C -1.06201 -3.38265 -9.06908 -0.01
C -1.14021 -3.19716 -7.69339 -0.08
C -0.66800 -2.01594 -7.12377 -0.08
C -0.12656 -1.02402 -7.93339 -0.01
C -0.72109 -1.79040 -5.64560 -0.28
O -0.31230 -0.75668 -5.16282 0.10
C -1.28620 -2.88255 -4.80656 -0.08
C -1.32873 -2.71468 -3.42842 0.01
C -1.85262 -3.71240 -2.62362 -0.06
C -2.34484 -4.87871 -3.19510 -0.05
C -2.30882 -5.05286 -4.56843 0.00
C -1.77685 -4.05915 -5.38136 -0.09
C -1.74112 -4.27777 -6.85194 -0.28
O -2.17680 -5.28914 -7.36119 0.10
H 0.36919 -0.43901 -9.93134 0.10
H -0.45670 -2.54067 -10.94130 0.10
H -1.43568 -4.30781 -9.48647 0.12
H 0.22923 -0.11543 -7.46678 0.12
H -0.95627 -1.79210 -3.00501 0.12
H -1.90259 -3.57005 -1.55374 0.11
H -2.76822 -5.64915 -2.56419 0.11
H -2.69147 -5.95138 -5.03312 0.12
```

Summary:
Spin multiplicity: 1
Strongest force on any atom (eV/A): 0.834
Frontier orbital gap (Eh): 0.2129
Net charge: -1
Highest occupied orbital energy (eV): -5.346



[2]
Here is a molecular structure, C19H15ClIrN4O7 from the OMol25 dataset. Energies are from ωB97M-V/def2-TZVPD.

```
47
Properties=species:S:1:pos:R:3:mulliken_spin:R:1
Ir 0.14095 -1.40522 -1.12913 3.12
Cl 7.41302 -2.50221 -0.53154 0.01
C 5.76561 -2.21825 -0.94898 0.05
C 5.45419 -1.50460 -2.10656 -0.03
C 4.13927 -1.26590 -2.43948 0.06
C 3.09912 -1.72051 -1.62312 0.03
O 1.85668 -1.42008 -1.98362 0.22
C 3.41551 -2.47291 -0.46773 -0.02
C 2.41363 -3.11063 0.37781 0.02
O 1.20117 -3.10283 0.21015 0.11
C 4.75527 -2.70617 -0.14681 -0.02
H 6.25453 -1.14495 -2.73882 0.00
H 3.87865 -0.71490 -3.33328 0.00
H 2.81781 -3.67318 1.23120 0.01
H 5.00561 -3.28564 0.73311 0.00
O -3.45824 -0.82184 -1.06301 0.03
C -2.68565 -1.14974 -0.19623 0.04
O -1.59819 -1.88288 -0.47150 0.18
C -2.83837 -0.73647 1.23439 -0.02
C -4.05288 -0.17352 1.61786 0.00
C -4.23075 0.26456 2.91801 0.00
C -3.17555 0.13477 3.80338 0.00
C -1.96405 -0.42807 3.44890 0.00
C -1.80014 -0.87584 2.14892 0.00
N -3.34718 0.62137 5.19298 0.00
O -2.41032 0.47792 5.95081 0.00
O -4.41412 1.12030 5.47754 0.00
H -4.84435 -0.08288 0.88744 0.00
H -5.15986 0.70157 3.25179 0.00
H -1.17956 -0.51372 4.18526 0.00
H -0.86622 -1.33725 1.86010 0.03
C 1.07338 3.39104 -0.01199 0.00
N 0.14259 2.74149 -0.93846 0.00
C -0.66603 3.44414 -1.77877 0.01
C -1.53658 2.83387 -2.61003 0.00
C -1.59579 1.40755 -2.57431 0.00
N -0.74229 0.73575 -1.79980 0.12
C 0.10271 1.37433 -0.96334 -0.04
O 0.84183 0.69419 -0.21743 0.12
N -2.47066 0.72314 -3.30119 0.00
H 0.89139 4.46153 -0.02806 0.00
H 2.09934 3.18500 -0.30938 0.00
H 0.91255 3.00608 0.99141 0.00
H -0.57715 4.51980 -1.72334 0.00
H -2.18691 3.40907 -3.25041 0.00
H -3.17192 1.22238 -3.82071 0.00
H -2.70201 -0.21968 -3.01402 0.00
```

Summary:
Spin multiplicity: 5
Strongest force on any atom (eV/A): 0.568
Frontier orbital gap (alpha / beta) (Eh): 0.3033 / 0.2306
Net charge: +1
Highest occupied orbital energy (alpha / beta) (eV): -11.610 / -11.775